Entry from the OMol25 dataset: a cluster of 2 separate species, C3H6O3 in total (wB97M-V/def2-TZVPD).

## Properties
HOMO level	-9.9076	eV
frontier orbital gap	10.5	eV
energy above the lowest of the compared OMol25 structures with the same formula, charge and spin	54.8	kcal/mol
total charge	0
LUMO level	0.57	eV
structure (SMILES)	O=CCO.C=O

CARTESIAN COORDINATES (ANGSTROEM)
C (-2.0445, 0.7668, 1.1010)
O (-0.9968, 0.9698, 1.6640)
C (0.0674, -0.7780, -0.6030)
O (-0.3960, -1.7406, -0.0379)
C (1.3286, -0.0539, -0.1854)
O (2.1454, 0.1926, -1.3123)
H (-0.4153, -0.3482, -1.5108)
H (-2.4780, -0.2465, 1.0158)
H (-2.6157, 1.5856, 0.6193)
H (1.0420, 0.9225, 0.2190)
H (1.8257, -0.6229, 0.6105)
H (2.5371, -0.6473, -1.5802)

Entry from the OMol25 dataset: the molecule C3H6O3 (wB97M-V/def2-TZVPD).

## Properties
HOMO level	-10.5635	eV
frontier orbital gap	11.2	eV
energy above the lowest of the compared OMol25 structures with the same formula, charge and spin	30.3	kcal/mol
total charge	0
LUMO level	0.66	eV
structure (SMILES)	O=C[C@H](O)CO

CARTESIAN COORDINATES (ANGSTROEM)
O (-1.7021, 0.7798, -0.3630)
C (-1.1655, -0.3956, 0.1863)
C (0.3497, -0.4679, -0.0115)
O (0.6639, -0.3236, -1.3679)
C (1.1402, 0.5731, 0.7532)
O (2.0123, 1.2091, 0.1998)
H (-1.3742, 0.8200, -1.2731)
H (-1.6269, -1.2965, -0.2503)
H (-1.3984, -0.3930, 1.2572)
H (0.7080, -1.4300, 0.3992)
H (1.4320, 0.2742, -1.3678)
H (0.9610, 0.6503, 1.8381)

Entry from the OMol25 dataset: a structure of composition C3H6O3Sn (wB97M-V/def2-TZVPD).

## Properties
HOMO level	-15.7104	eV
frontier orbital gap	2.2	eV
energy above the lowest of the compared OMol25 structures with the same formula, charge and spin	86.4	kcal/mol
total charge	+2
LUMO level	-13.56	eV

CARTESIAN COORDINATES (ANGSTROEM)
Sn (-3.3721, 3.3359, -4.5953)
C (-0.8632, 0.8525, 2.2209)
O (0.0195, -0.0576, 1.5192)
C (0.2179, -0.0939, 0.2064)
O (-0.3231, 0.5377, -0.6812)
O (1.0223, -1.1393, 0.0885)
C (1.4986, -1.5107, -1.1521)
H (-0.8896, 0.4292, 3.2250)
H (-1.7215, 0.7211, 1.5620)
H (-0.5845, 1.9060, 2.2473)
H (0.7625, -2.1493, -1.6406)
H (2.4136, -2.1030, -1.1600)
H (1.8197, -0.7287, -1.8400)

Entry from the OMol25 dataset: a structure of composition C3H6O3Yb (wB97M-V/def2-TZVPD).

## Properties
HOMO level (spin up / spin down)	-10.1793 / -13.5688	eV
frontier orbital gap (spin up / spin down)	6.6 / 8.9	eV
energy above the lowest of the compared OMol25 structures with the same formula, charge and spin	75.0	kcal/mol
expectation value of S²	0.75
spin multiplicity	2
total charge	+1
LUMO level (spin up / spin down)	-3.59 / -4.67	eV

CARTESIAN COORDINATES (ANGSTROEM)
C (1.5772, -0.4046, 0.4213)
C (0.7335, 0.5355, -0.0292)
O (-0.1973, 0.1788, -1.0104)
C (-1.0129, 1.0946, -1.4900)
O (-1.7600, 0.3921, -2.3286)
Yb (-1.0933, -1.9296, -2.5968)
H (2.4501, -0.0717, 0.9819)
H (1.4064, -1.4567, 0.1875)
H (0.8962, 1.6113, 0.0297)
H (-2.4572, 0.9181, -2.7450)
H (-0.2952, 0.4124, 2.4450)
O (0.1129, -0.2251, 3.1237)
H (-0.3606, -1.0550, 3.0110)

Entry from the OMol25 dataset: a structure of composition C3H6O4Tl (wB97M-V/def2-TZVPD).

## Properties
HOMO level (spin up / spin down)	-8.1799 / -8.1885	eV
frontier orbital gap (spin up / spin down)	7.4 / 7.4	eV
energy above the lowest of the compared OMol25 structures with the same formula, charge and spin	115.0	kcal/mol
expectation value of S²	0.75
spin multiplicity	2
total charge	0
LUMO level (spin up / spin down)	-0.74 / -0.75	eV

CARTESIAN COORDINATES (ANGSTROEM)
C (1.7113, -0.6968, -0.1198)
C (0.9812, -1.9620, 0.1302)
H (2.7137, -0.8635, -0.5558)
H (1.8592, -0.1261, 0.8122)
H (0.9412, -2.3783, 1.1371)
H (0.4979, -2.4862, -0.6958)
O (1.0990, 0.1389, -1.0970)
O (-0.2257, 0.4105, -0.6677)
C (-0.2520, 1.6117, 0.0105)
O (-1.2903, 2.2400, -0.2568)
Tl (0.6829, 3.9409, -0.6538)
O (-3.2777, -0.0324, 0.7542)
H (-2.9274, 0.8222, 0.4524)
H (-2.5133, -0.6190, 0.7502)

Entry from the OMol25 dataset: a structure of composition C3H6O4V (wB97M-V/def2-TZVPD).

## Properties
HOMO level (spin up / spin down)	-19.3334 / -19.3766	eV
frontier orbital gap (spin up / spin down)	9.6 / 9.9	eV
energy above the lowest of the compared OMol25 structures with the same formula, charge and spin	0.0	kcal/mol
expectation value of S²	3.75
spin multiplicity	4
total charge	+2
LUMO level (spin up / spin down)	-9.73 / -9.46	eV

CARTESIAN COORDINATES (ANGSTROEM)
O (-1.3944, -0.2178, 0.0500)
C (-0.1654, -0.0439, 0.4329)
C (-1.9573, 1.0506, -0.3568)
O (2.5134, -2.7489, 0.0948)
O (0.2881, 1.1700, 0.2517)
C (-0.7453, 1.9924, -0.3370)
V (2.3655, -1.0464, 0.8917)
H (-2.7280, 1.3222, 0.3719)
H (-2.3938, 0.9253, -1.3511)
H (-0.8821, 2.8684, 0.3026)
H (-0.3975, 2.2840, -1.3330)
O (0.5162, -0.9205, 0.9762)
H (3.2840, -3.3291, 0.0911)
H (1.6966, -3.3060, -0.0849)

Entry from the OMol25 dataset: a cluster of 2 separate species, C3H6O5 in total (wB97M-V/def2-TZVPD).

## Properties
HOMO level	-10.9973	eV
frontier orbital gap	11.3	eV
energy above the lowest of the compared OMol25 structures with the same formula, charge and spin	33.4	kcal/mol
total charge	0
LUMO level	0.33	eV
structure (SMILES)	O=COCC(=O)O.O

CARTESIAN COORDINATES (ANGSTROEM)
O (-4.4926, -2.0431, -4.7504)
H (-3.9495, -2.7585, -5.1522)
H (-4.9576, -1.6275, -5.5115)
O (0.0000, 0.0000, 0.0000)
O (-0.4944, -2.7774, -4.9519)
O (0.8677, -3.5178, -3.3069)
O (-0.0820, -1.4421, -1.8141)
C (-0.5931, -0.6221, -0.9280)
C (-0.1575, -2.7678, -3.7954)
C (-0.9862, -2.1121, -2.6526)
H (0.9708, -3.3707, -2.3272)
H (-1.6959, -0.5469, -1.0054)
H (-1.5327, -2.8768, -2.0679)
H (-1.7364, -1.4921, -3.1802)

Entry from the OMol25 dataset: a structure of composition C3H6O6S2 (wB97M-V/def2-TZVPD).

## Properties
HOMO level	-11.0426	eV
frontier orbital gap	10.2	eV
energy above the lowest of the compared OMol25 structures with the same formula, charge and spin	29.5	kcal/mol
total charge	0
LUMO level	-0.81	eV

CARTESIAN COORDINATES (ANGSTROEM)
C (1.9859, 1.9144, 0.0709)
C (-0.3557, -0.3847, -0.5791)
C (-1.3355, -1.4953, -0.2484)
O (2.2215, -0.2148, -1.3786)
O (3.4509, -0.2068, 0.7707)
O (-0.2755, 1.5229, 1.4279)
O (-1.6072, 2.1391, -0.5272)
O (0.8613, 2.0452, -0.7068)
O (1.0386, -0.6005, 0.6841)
S (2.2627, 0.0860, 0.0164)
S (-0.5075, 1.4663, 0.0293)
H (2.8424, 2.4277, -0.4327)
H (1.8419, 2.2724, 1.1354)
H (0.3171, -0.5069, -1.4325)
H (-1.1691, -2.4509, -0.7678)
H (-2.2641, -1.0414, -0.6409)
H (-1.5502, -1.7382, 0.8618)

Entry from the OMol25 dataset: the molecule C3H6O6S2 (wB97M-V/def2-TZVPD).

## Properties
HOMO level	-11.4133	eV
frontier orbital gap	11.9	eV
energy above the lowest of the compared OMol25 structures with the same formula, charge and spin	0.0	kcal/mol
total charge	0
LUMO level	0.52	eV
structure (SMILES)	C[C@@H]1OS(=O)(=O)COS1(=O)=O

CARTESIAN COORDINATES (ANGSTROEM)
C (0.0338, -1.6198, -1.2158)
C (0.4000, 0.5667, 1.0515)
C (-0.3850, 1.8076, 0.7493)
O (1.4047, 0.2387, 0.0780)
O (2.1381, -0.2037, -2.1185)
O (-1.9474, -0.5266, 0.4362)
O (-0.6606, -1.5678, 2.3794)
O (0.0596, -1.8711, 0.1337)
O (-0.0603, 0.9442, -1.9222)
S (0.8988, 0.0020, -1.4570)
S (-0.7121, -0.8474, 1.1156)
H (0.4710, -2.4421, -1.7377)
H (-0.8485, -1.2441, -1.6314)
H (0.8321, 0.5277, 2.1198)
H (0.2078, 2.3859, 0.1430)
H (-0.5858, 2.2628, 1.6950)
H (-1.2462, 1.5870, 0.1813)

Entry from the OMol25 dataset: the ion C3H6OS with charge -2 (wB97M-V/def2-TZVPD).

## Properties
HOMO level	1.1716	eV
frontier orbital gap	5.2	eV
energy above the lowest of the compared OMol25 structures with the same formula, charge and spin	4.7	kcal/mol
total charge	-2
LUMO level	6.33	eV
structure (SMILES)	[O-]CCC[S-]

CARTESIAN COORDINATES (ANGSTROEM)
C (-0.3147, -0.9649, -1.6711)
O (0.0029, -0.6054, -2.9465)
C (0.1205, 0.1087, -0.5756)
C (-0.1840, -0.3374, 0.8419)
S (0.2528, 0.9401, 2.1682)
H (-1.3817, -1.2615, -1.5910)
H (0.2602, -1.8617, -1.2961)
H (-0.3793, 1.0715, -0.7033)
H (1.1799, 0.2137, -0.7943)
H (0.2159, -1.3134, 1.1217)
H (-1.2603, -0.3524, 0.9818)

Entry from the OMol25 dataset: a cluster of 2 separate species, C3H6OS in total (wB97M-V/def2-TZVPD).

## Properties
HOMO level (spin up / spin down)	-6.9849 / -9.3534	eV
frontier orbital gap (spin up / spin down)	7.4 / 6.5	eV
energy above the lowest of the compared OMol25 structures with the same formula, charge and spin	106.5	kcal/mol
expectation value of S²	2.00
spin multiplicity	3
total charge	0
LUMO level (spin up / spin down)	0.42 / -2.82	eV

CARTESIAN COORDINATES (ANGSTROEM)
C (-0.0957, -0.7697, -1.3114)
C (0.3464, -0.2735, -0.3264)
C (-1.3980, -1.2290, -1.5229)
O (2.2016, 1.3920, 1.9391)
S (0.9330, 2.0831, 2.7689)
H (0.4384, 2.5779, 1.3756)
H (1.3049, -0.1016, 0.1609)
H (-1.9625, -1.3744, -0.6486)
H (-2.1144, -0.6083, -2.0966)
H (-1.5344, -2.2148, -2.0616)
H (1.8806, 0.5184, 1.7229)

Entry from the OMol25 dataset: the molecule C3H6OS2 (wB97M-V/def2-TZVPD).

## Properties
HOMO level	-8.8344	eV
frontier orbital gap	9.6	eV
energy above the lowest of the compared OMol25 structures with the same formula, charge and spin	27.1	kcal/mol
total charge	0
LUMO level	0.81	eV
structure (SMILES)	C1OCSCS1

CARTESIAN COORDINATES (ANGSTROEM)
C (-0.0379, -1.3280, 0.5144)
C (-1.1004, 1.2001, 0.2093)
C (1.2774, 1.0658, 0.2474)
H (-0.1165, -2.4011, 0.2890)
H (-0.1417, -1.2943, 1.5855)
H (-1.0931, 1.3004, 1.3020)
H (-1.8389, 1.8428, -0.2446)
H (2.1950, 1.5115, -0.1282)
H (1.1336, 1.0000, 1.3140)
O (0.1294, 1.6264, -0.2772)
S (-1.6112, -0.5705, -0.2299)
S (1.4857, -0.7169, -0.2530)

Entry from the OMol25 dataset: a structure of composition C3H6OS2 (wB97M-V/def2-TZVPD).

## Properties
HOMO level	-8.7833	eV
frontier orbital gap	8.5	eV
energy above the lowest of the compared OMol25 structures with the same formula, charge and spin	102.9	kcal/mol
total charge	0
LUMO level	-0.25	eV

CARTESIAN COORDINATES (ANGSTROEM)
C (-0.0345, 1.2820, 2.0331)
C (0.1134, -0.2215, -0.1068)
C (-0.0939, -1.3180, -2.5212)
H (0.8445, 1.5586, 1.5920)
H (-0.0152, 0.2142, 2.5499)
H (-0.4692, 1.8409, 2.7770)
H (0.0880, -1.0402, 0.9105)
H (1.2141, 0.0988, -0.2736)
H (1.2712, -0.9896, -2.6913)
O (-0.5900, -0.6797, -1.3214)
S (-1.0666, 0.9530, 0.5982)
S (-1.2618, -1.6986, -3.5466)

Entry from the OMol25 dataset: the molecule C3H6OSe (wB97M-V/def2-TZVPD).

## Properties
HOMO level (spin up / spin down)	-7.3157 / -7.3170	eV
frontier orbital gap (spin up / spin down)	5.6 / 5.6	eV
energy above the lowest of the compared OMol25 structures with the same formula, charge and spin	69.4	kcal/mol
total charge	0
LUMO level (spin up / spin down)	-1.75 / -1.75	eV

CARTESIAN COORDINATES (ANGSTROEM)
C (0.1225, -0.4506, -0.7834)
C (1.1297, -0.5954, 0.3976)
C (-1.2776, 1.1537, 0.0342)
O (-0.2884, 0.9207, -0.8093)
Se (0.2282, -1.1379, 2.1261)
H (0.7216, -0.5386, -1.7349)
H (-0.7943, -1.1181, -0.8118)
H (1.9587, -1.3908, 0.1169)
H (1.4523, 0.4562, 0.6353)
H (-1.3464, 2.3019, 0.3822)
H (-1.9062, 0.3989, 0.4471)

Entry from the OMol25 dataset: the molecule C3H6OSi (wB97M-V/def2-TZVPD).

## Properties
HOMO level	-9.2203	eV
frontier orbital gap	10.3	eV
energy above the lowest of the compared OMol25 structures with the same formula, charge and spin	60.8	kcal/mol
total charge	0
LUMO level	1.05	eV
structure (SMILES)	C=C1O[C@@H]1[SiH3]

CARTESIAN COORDINATES (ANGSTROEM)
C (-1.2516, 0.2609, -0.5865)
C (-1.9480, 1.3098, -0.2109)
C (0.0435, -0.3073, -0.8696)
O (-1.2546, -1.0480, -0.8079)
Si (0.9853, -1.0148, 0.6044)
H (-1.4976, 2.1841, 0.0995)
H (-2.9990, 1.2452, -0.1731)
H (0.4460, -0.1893, -1.8087)
H (1.7992, -2.0227, 0.1264)
H (-0.1786, -1.3223, 1.3748)
H (1.6527, 0.2494, 1.1078)

Entry from the OMol25 dataset: a structure of composition C3H6OY (wB97M-V/def2-TZVPD).

## Properties
HOMO level (spin up / spin down)	-17.6647 / -19.5437	eV
frontier orbital gap (spin up / spin down)	7.2 / 9.0	eV
expectation value of S²	0.75
spin multiplicity	2
total charge	+2
LUMO level (spin up / spin down)	-10.46 / -10.58	eV

CARTESIAN COORDINATES (ANGSTROEM)
C (1.7515, -0.2173, -0.9265)
C (0.4227, -0.6511, -0.4111)
O (-0.2339, 0.5971, -0.0420)
C (-1.3066, 0.4909, 0.8725)
Y (1.3344, 1.9577, -0.9566)
H (-0.8780, -0.0810, 1.7455)
H (0.5322, -1.2820, 0.4922)
H (-0.2518, -1.2222, -1.0765)
H (-1.6602, 1.4866, 1.1754)
H (-2.1270, -0.0644, 0.3955)
H (2.4165, -1.0145, -1.2683)

Entry from the OMol25 dataset: the molecule C3H6P2 (wB97M-V/def2-TZVPD).

## Properties
HOMO level (spin up / spin down)	-8.6665 / -8.6678	eV
frontier orbital gap (spin up / spin down)	7.7 / 7.7	eV
energy above the lowest of the compared OMol25 structures with the same formula, charge and spin	49.4	kcal/mol
total charge	0
LUMO level (spin up / spin down)	-1.00 / -1.00	eV
structure (SMILES)	[H]/P=C(\C)P=C

CARTESIAN COORDINATES (ANGSTROEM)
C (-0.9947, -0.1531, -0.0650)
C (1.7216, -1.5953, -0.1964)
C (-0.1158, 1.0756, 0.0940)
P (-0.0383, -1.8448, 0.0429)
P (-2.7257, 0.0005, 0.1107)
H (2.2763, -2.5111, -0.1441)
H (2.1380, -0.6746, -0.7775)
H (-0.3688, 1.6648, 1.0841)
H (-0.2873, 1.8119, -0.7195)
H (0.9243, 0.8603, 0.2448)
H (-2.5295, 1.3658, 0.3261)

Entry from the OMol25 dataset: the molecule C3H6P4 (wB97M-V/def2-TZVPD).

## Properties
HOMO level (spin up / spin down)	-8.0134 / -8.0143	eV
frontier orbital gap (spin up / spin down)	7.2 / 7.2	eV
energy above the lowest of the compared OMol25 structures with the same formula, charge and spin	0.0	kcal/mol
total charge	0
LUMO level (spin up / spin down)	-0.85 / -0.85	eV
structure (SMILES)	[PH2]#[PH]C1=P#[PH]C=C1

CARTESIAN COORDINATES (ANGSTROEM)
C (-0.4046, -0.8000, 0.3450)
C (-1.6742, -1.3310, 0.3122)
C (-0.3046, 0.5497, 0.1838)
P (-1.8352, 1.5093, -0.3071)
P (-3.0714, -0.1758, 0.0017)
P (2.6152, 0.3424, -0.5620)
P (1.1930, 1.3441, 0.7161)
H (0.4506, -1.3504, 0.3843)
H (-1.9849, -2.3096, 0.1658)
H (-3.0758, -0.7087, -1.2400)
H (3.6405, 1.2595, -0.0879)
H (3.2317, -0.6657, 0.2451)
H (1.2196, 2.3361, -0.1568)

Entry from the OMol25 dataset: a cluster of 2 separate species, C3H6S in total (wB97M-V/def2-TZVPD).

## Properties
HOMO level	-8.9599	eV
frontier orbital gap	9.6	eV
energy above the lowest of the compared OMol25 structures with the same formula, charge and spin	68.0	kcal/mol
total charge	0
LUMO level	0.62	eV

CARTESIAN COORDINATES (ANGSTROEM)
C (-0.0613, -1.0078, -0.1327)
C (0.3272, -0.2829, 1.1139)
C (-0.1911, 0.4890, -0.0479)
S (0.9159, 1.5452, -1.0568)
H (0.7796, -1.0394, -0.8262)
H (-0.9965, -1.6167, -0.4178)
H (-0.3545, -0.4582, 1.8909)
H (1.3083, -0.4306, 1.4153)
H (-1.6658, 1.0666, 0.0996)
H (-0.0617, 1.7347, -2.0382)